No. 1
Computed, not measured: an isolated molecule of C11H24N2O5S, with wB97M-V/def2-TZVPD.

Each line ends with the Mulliken charge.
Atoms and positions in Å:
C  -0.08307  -3.09441  2.97667  -1.775
C  -0.77611  -2.21529  1.93418  1.493
C  -1.89526  -2.99349  1.24190  -1.710
C  -1.29086  -0.94484  2.60319  -1.272
S  0.02603  0.32861  2.65033  1.084
O  -0.32018  1.23714  3.71498  -0.792
O  -0.05173  0.95881  1.31288  -0.698
O  1.32479  -0.33670  2.81037  -0.778
N  0.26795  -1.83507  0.97419  -0.313
C  0.06956  -1.08894  -0.12088  0.363
O  -0.97731  -1.00205  -0.74966  -0.788
C  1.39960  -0.52133  -0.64203  -0.659
C  1.32812  0.39561  -1.85985  -0.941
N  0.90772  1.81765  -1.64573  0.386
C  1.65046  2.41141  -0.51701  -0.922
C  1.23273  2.55543  -2.87900  -1.127
C  -0.54546  1.95393  -1.33806  -0.127
C  -1.51919  1.62453  -2.47850  -0.917
O  -1.36826  0.35257  -3.03177  -0.634
H  -0.80598  -3.45887  3.70180  0.448
H  0.67500  -2.51033  3.49336  0.456
H  0.39049  -3.94722  2.49496  0.389
H  -1.49509  -3.90174  0.79705  0.372
H  -2.34678  -2.39305  0.45862  0.352
H  -2.65717  -3.26156  1.96918  0.401
H  -1.60612  -1.10164  3.62776  0.478
H  -2.08095  -0.46472  2.03459  0.444
H  1.08958  -1.55077  1.51817  0.519
H  1.90071  -0.04882  0.20001  0.452
H  1.99705  -1.38728  -0.94118  0.488
H  2.32998  0.44090  -2.29619  0.565
H  0.64240  -0.03369  -2.59430  0.469
H  1.23718  2.00945  0.41890  0.292
H  1.52145  3.49150  -0.51983  0.454
H  2.70929  2.17573  -0.59883  0.364
H  2.31310  2.61373  -3.00420  0.429
H  0.83210  3.56613  -2.82052  0.359
H  0.80412  2.05040  -3.74242  0.415
H  -0.71975  2.98995  -1.04171  0.627
H  -0.74109  1.32599  -0.46227  0.024
H  -1.42190  2.33378  -3.30757  0.430
H  -2.52641  1.74933  -2.05447  0.386
H  -1.42073  -0.29080  -2.28711  0.512

Calculated values
Charge = 0
ΔE to the lowest compared entry with this formula, charge and spin = 0.0 kJ/mol
Lowest unoccupied orbital energy = 0.191 eV
Frontier orbital gap = 9.27 eV



No. 2
Computed, not measured: a cluster of 7 separate species, C11H24N6O14S in total, with wB97M-V/def2-TZVPD.

Each line ends with the Mulliken charge.
Atoms and positions in Å:
C  -3.92121  -2.91042  -1.66018  -0.866
N  -2.56222  -3.25461  -2.21730  0.998
O  -2.08221  -2.34965  -2.84314  -0.546
O  -1.97374  -4.27403  -1.90547  -0.565
H  -4.02324  -3.07954  -0.58823  0.303
H  -4.63409  -3.61230  -2.09291  0.334
H  -4.18050  -1.90401  -1.98883  0.365
C  -0.88076  3.79466  -2.10726  -0.731
N  -0.46982  2.51756  -1.32665  0.811
O  0.69181  2.43856  -1.00843  -0.547
O  -1.32181  1.78600  -0.85538  -0.348
H  -1.83518  3.53272  -2.56396  0.307
H  -0.18132  4.00939  -2.91520  0.289
H  -1.10737  4.63210  -1.44740  0.246
C  3.26056  -2.24981  1.79944  -0.153
N  2.38962  -3.32977  2.14620  0.904
O  2.49218  -3.84900  3.29171  -0.512
O  1.62406  -3.74575  1.27217  -0.503
H  2.63539  -1.35766  1.83629  0.169
H  3.79646  -2.41816  0.86532  -0.184
H  3.98412  -2.05218  2.59033  0.352
C  -4.29792  0.55953  0.15467  -0.306
N  -5.74812  0.15663  0.16324  0.949
O  -6.56802  0.94203  0.47937  -0.557
O  -5.99536  -0.99313  -0.16834  -0.568
H  -3.84113  -0.20246  -0.47685  -0.063
H  -3.83795  0.46560  1.13839  0.297
H  -4.25149  1.53834  -0.32269  0.255
C  0.01538  -1.28609  -0.40491  -0.904
N  -0.29396  -0.71511  0.99625  1.016
O  -1.45543  -0.48466  1.25553  -0.488
O  0.55600  -0.58129  1.84805  -0.637
H  -0.72078  -0.89504  -1.10722  0.261
H  -0.05255  -2.37316  -0.36310  0.408
H  1.03432  -0.94990  -0.59689  0.246
C  0.10388  2.69542  2.26684  -0.010
C  0.55360  3.46909  3.51435  -0.287
O  0.20715  4.77635  3.19032  -0.368
S  -0.81560  5.02758  1.93684  1.076
O  -0.06038  5.54060  0.75280  -0.566
O  -1.99531  5.77475  2.33112  -0.519
O  -0.98940  3.36782  1.72079  -0.243
H  -0.32385  1.72349  2.51279  0.157
H  0.89243  2.52852  1.53307  0.133
H  1.58388  3.29166  3.82281  0.308
H  -0.01078  3.08698  4.36497  0.307
N  5.58112  -1.53162  -1.69968  0.022
C  4.59153  -0.73883  -2.20284  -0.522
C  3.38717  -1.51663  -2.31969  -0.087
C  3.73880  -2.80275  -1.81577  -0.029
C  5.03626  -2.76258  -1.36593  -0.494
H  6.47751  -1.08344  -1.57432  0.263
H  4.79867  0.26312  -2.54865  0.426
H  2.37638  -1.31407  -2.64166  0.549
H  3.09815  -3.66324  -1.69113  0.426
H  5.52506  -3.63759  -0.96366  0.426

Calculated values
Charge = +1
Lowest unoccupied orbital energy (alpha / beta) = -4.170 / -8.230 eV
Spin multiplicity = 2
Frontier orbital gap (alpha / beta) = 8.48 / 4.42 eV
<S²> = 0.764